Entry 1:
The following is a DFT calculation (the ωB97M-V functional and the def2-TZVPD basis) of a structure of composition C25H68AlIN2O11P in a non-equilibrium geometry.

The geometry in XYZ format:
```
109
Properties=species:S:1:pos:R:3:forces:R:3:lowdin_charge:R:1
C -1.897 -2.802 1.231 -0.1 0.5 0.4 -0.06
C -2.499 -1.583 1.550 0.0 -0.5 -0.3 -0.26
C -2.720 -0.427 0.653 1.1 0.1 0.4 -0.23
Al -1.221 0.946 0.500 -0.2 0.1 -1.4 0.10
P -1.244 2.218 2.521 1.0 1.2 0.6 0.40
O -2.198 3.562 2.160 -0.2 -0.9 -0.1 -0.49
I -2.541 0.971 4.211 -0.5 -0.3 0.0 0.54
O -1.455 2.256 -0.737 0.1 -1.0 0.8 -0.17
C -0.134 2.525 -1.262 -2.0 1.0 -0.3 -0.43
C 0.520 3.562 -0.298 0.8 -0.5 0.3 -0.15
C 1.608 3.100 0.704 0.3 0.5 0.2 -0.10
C -0.483 3.319 -2.547 0.6 0.4 0.3 -0.20
N 0.681 3.690 -3.383 -0.4 -0.6 -0.3 0.02
C 0.536 1.135 -1.423 0.9 1.2 -1.4 -0.47
C 0.003 0.331 -2.668 -0.9 -0.4 0.6 -0.06
C -0.735 -0.999 -2.388 0.4 -0.1 -1.2 -0.14
C 0.096 -2.243 -2.815 -0.5 -0.8 0.0 -0.40
C -0.833 -3.210 -3.594 -0.2 0.6 0.5 -0.09
C 0.732 -2.985 -1.622 -0.3 0.5 -0.3 -0.05
N 1.947 1.466 -1.752 0.4 -0.8 1.5 0.01
C 2.877 0.373 -1.491 1.3 0.9 -1.0 -0.20
C 4.325 0.940 -1.351 -0.1 -0.7 1.5 -0.18
C 4.874 0.556 0.044 0.6 0.1 0.2 -0.26
C 6.405 0.758 0.173 -0.5 -0.1 -0.1 -0.11
O 0.387 0.478 -0.210 -0.5 -0.2 0.3 -0.10
H -0.835 -2.942 1.068 -0.3 0.4 -1.7 0.03
H -2.527 -3.696 1.219 0.4 -0.2 1.6 0.04
H -2.889 -1.476 2.571 -1.5 -0.5 -0.6 0.00
H -2.987 -0.802 -0.335 0.2 0.0 0.0 0.06
H -3.591 0.126 1.023 0.2 0.1 0.2 0.06
H -2.889 3.265 1.554 0.0 0.3 -0.2 0.02
H -0.302 3.997 0.276 -0.1 -0.1 -0.2 0.08
H 0.939 4.399 -0.867 0.0 -0.2 -0.2 0.10
H 2.020 2.115 0.514 -0.2 0.1 -0.1 0.05
H 2.443 3.810 0.664 0.0 -0.1 0.0 0.07
H 1.260 3.133 1.740 -0.1 -0.1 -0.1 0.02
H -1.235 2.787 -3.130 0.2 0.0 0.0 0.11
H -0.963 4.235 -2.181 -0.2 -0.2 0.0 0.10
H 0.380 3.708 -4.349 0.2 0.2 0.0 0.06
H 1.029 4.607 -3.145 0.0 0.0 0.0 0.06
H 0.830 0.078 -3.336 0.2 0.2 0.2 0.08
H -0.664 0.954 -3.269 0.1 0.1 0.2 0.10
H -1.106 -1.109 -1.372 0.3 0.0 0.1 0.07
H -1.623 -1.026 -3.034 0.0 0.2 0.2 0.11
H 0.883 -1.959 -3.526 0.0 0.2 0.2 0.10
H -1.097 -2.792 -4.571 0.1 -0.1 0.0 0.06
H -0.402 -4.206 -3.708 0.0 0.0 -0.1 0.07
H -1.775 -3.267 -3.037 0.1 -0.4 0.0 0.08
H 0.849 -4.046 -1.854 0.3 0.1 0.1 0.07
H 0.056 -2.896 -0.771 0.1 -0.1 0.0 0.04
H 1.681 -2.518 -1.352 0.0 -0.2 0.1 0.06
H 2.028 1.752 -2.718 -0.3 0.2 0.0 0.09
H 2.940 -0.325 -2.345 -0.3 -0.3 0.3 0.10
H 2.655 -0.155 -0.568 -0.5 0.0 -0.1 0.10
H 5.012 0.487 -2.068 -0.2 0.3 -0.3 0.08
H 4.330 2.032 -1.373 -0.1 0.0 -0.5 0.11
H 4.637 -0.485 0.283 0.0 0.0 -0.3 0.10
H 4.399 1.151 0.831 -0.2 0.0 -0.2 0.10
H 6.854 0.804 -0.823 0.1 0.0 0.1 0.06
H 6.865 -0.074 0.712 0.1 0.1 0.0 0.06
H 6.628 1.688 0.702 0.1 -0.1 -0.1 0.06
C -1.581 2.310 8.236 0.0 -0.2 -0.3 -0.18
O -0.763 1.667 7.269 -0.1 0.0 0.2 -0.17
H -0.939 2.639 9.051 0.0 0.0 0.0 0.07
H -2.080 3.183 7.803 -0.1 0.0 0.1 0.07
H -2.335 1.623 8.631 -0.1 0.1 0.1 0.07
H -1.343 1.380 6.550 0.2 0.1 0.0 -0.08
C -2.604 -3.932 4.788 0.1 0.0 -0.4 -0.15
O -1.549 -4.609 4.108 -0.1 -0.4 0.1 -0.14
H -2.448 -4.035 5.860 0.1 0.0 0.0 0.08
H -2.596 -2.873 4.525 -0.1 0.1 0.1 0.06
H -3.568 -4.369 4.523 -0.1 0.2 0.1 0.06
H -1.702 -4.491 3.161 0.1 0.3 0.0 0.03
C 4.328 0.629 -5.061 0.4 -0.1 0.1 -0.15
O 4.471 -0.655 -4.459 -0.3 0.1 -0.1 -0.14
H 3.282 0.920 -5.012 0.0 0.0 0.0 0.07
H 4.932 1.363 -4.521 -0.1 0.1 -0.1 0.08
H 4.639 0.586 -6.108 -0.1 0.2 0.0 0.08
H 5.399 -0.894 -4.509 0.0 -0.1 0.2 0.08
C -2.732 5.892 -0.530 0.0 -0.1 0.3 -0.17
O -3.507 6.399 0.555 0.0 0.1 -0.1 -0.13
H -3.076 6.361 -1.450 -0.1 0.1 0.1 0.08
H -1.675 6.128 -0.384 0.0 -0.1 -0.1 0.08
H -2.854 4.810 -0.615 0.2 0.0 -0.1 0.07
H -3.184 5.970 1.354 0.0 0.0 0.0 0.06
C -5.337 -7.325 3.105 0.3 0.1 0.0 -0.16
O -4.678 -6.090 3.352 -0.1 -0.2 -0.1 -0.14
H -6.407 -7.133 3.081 0.0 0.0 0.0 0.08
H -5.030 -7.744 2.143 -0.1 -0.1 0.0 0.07
H -5.122 -8.045 3.899 -0.1 -0.1 0.0 0.07
H -3.731 -6.262 3.374 0.0 0.1 0.1 0.06
C 0.841 -0.471 -6.261 0.2 -0.1 0.1 -0.15
O 2.125 -1.081 -6.239 -0.3 0.0 -0.1 -0.13
H 0.561 -0.319 -7.302 0.0 0.0 0.0 0.08
H 0.096 -1.111 -5.782 -0.1 0.1 0.0 0.06
H 0.861 0.499 -5.753 -0.1 0.0 0.0 0.07
H 2.372 -1.213 -5.316 0.2 -0.1 -0.1 0.04
C -6.295 1.944 6.810 0.3 -0.1 -0.1 -0.17
O -5.031 1.371 7.112 -0.1 0.0 0.1 -0.16
H -6.929 1.834 7.687 0.0 0.0 0.0 0.07
H -6.194 3.007 6.576 -0.1 0.0 0.0 0.08
H -6.764 1.429 5.967 -0.1 0.1 0.0 0.08
H -4.476 1.472 6.331 0.1 0.0 0.0 -0.03
C 4.976 -3.530 -2.060 0.2 0.1 0.0 -0.14
O 5.807 -2.380 -1.932 0.0 0.0 -0.1 -0.13
H 3.943 -3.192 -2.083 0.0 0.1 0.0 0.06
H 5.196 -4.067 -2.988 -0.1 -0.1 0.0 0.08
H 5.113 -4.203 -1.210 -0.1 0.0 0.0 0.08
H 6.719 -2.680 -1.912 0.0 0.0 0.1 0.07
```
Forces are in eV/Å.

Output
HOMO-LUMO gap (eV): 6.54
Charge: -1
LUMO (eV): 2.12
Maximum force (Eh/bohr): 0.04395
E_HOMO (eV): -4.428

=====

Entry 2:
The following is a DFT calculation (the ωB97M-V functional and the def2-TZVPD basis) of a cluster of 9 separate species, C25H68O9 in total in a non-equilibrium geometry.

The geometry in XYZ format:
```
102
Properties=species:S:1:pos:R:3:forces:R:3:lowdin_charge:R:1
C -1.243 1.811 3.582 -0.4 -1.8 -1.5 -0.05
C 0.243 1.525 3.610 1.4 0.9 -0.1 -0.50
C 1.047 2.633 4.313 -0.3 0.4 -0.2 -0.06
O 0.468 0.304 4.295 0.8 -0.7 -0.1 -0.09
H -1.519 2.593 2.863 0.2 0.3 0.7 0.08
H -1.704 1.864 4.570 0.3 0.5 -0.1 0.09
H -1.690 0.908 3.108 0.1 0.3 0.3 0.06
H 0.739 1.451 2.592 -1.1 0.0 0.6 0.14
H 2.059 2.266 4.441 0.3 0.1 0.0 0.07
H 0.661 2.872 5.315 -0.1 -0.1 -0.3 0.08
H 1.064 3.562 3.701 0.0 -0.5 0.4 0.08
H 1.383 -0.023 4.056 -1.2 0.3 0.0 0.08
C -2.548 -0.982 -3.042 1.3 0.1 1.0 -0.04
C -1.375 -0.340 -3.772 -0.9 1.4 -1.7 -0.50
C -1.444 1.226 -3.894 1.1 -1.5 1.1 -0.03
O -0.119 -0.748 -3.314 0.3 0.6 2.2 -0.07
H -3.472 -0.913 -3.567 -0.7 0.5 -0.4 0.07
H -2.639 -0.531 -2.018 -0.1 -0.8 -0.7 0.08
H -2.291 -2.045 -3.057 -0.2 0.0 0.7 0.07
H -1.433 -0.691 -4.801 0.1 -0.2 -0.2 0.13
H -1.729 1.642 -2.938 -0.1 0.3 0.3 0.04
H -2.113 1.562 -4.646 -0.7 0.2 -0.7 0.06
H -0.421 1.550 -4.115 -0.2 0.1 -0.2 0.08
H -0.030 -0.329 -2.398 0.1 -0.7 -1.3 0.08
C 0.271 -4.120 -4.323 0.0 2.4 -0.8 -0.07
C 1.126 -4.059 -3.120 1.0 -1.6 1.0 -0.49
C 0.340 -4.333 -1.839 -0.2 0.8 -0.5 -0.05
O 2.215 -5.036 -3.241 -0.8 -0.5 -0.1 -0.09
H -0.444 -3.315 -4.109 -0.2 0.0 -0.6 0.06
H -0.316 -5.024 -4.410 0.3 -0.5 -0.2 0.08
H 0.866 -3.797 -5.217 -0.8 -0.8 0.5 0.11
H 1.649 -3.094 -2.946 -0.4 -0.5 -0.6 0.14
H -0.154 -5.294 -1.767 0.6 -0.7 0.0 0.08
H -0.516 -3.664 -1.754 0.2 0.6 0.0 0.06
H 1.059 -4.103 -1.075 -0.1 -0.4 1.0 0.06
H 1.808 -5.907 -3.483 0.5 1.2 0.4 0.10
C 2.074 -2.862 4.261 -0.4 1.3 -0.1 -0.05
C 2.722 -2.477 2.953 0.0 0.7 -1.6 -0.41
C 2.150 -3.280 1.707 -0.1 1.8 1.7 -0.03
O 2.458 -1.056 2.720 0.2 -1.0 1.4 -0.10
H 2.614 -3.670 4.632 1.0 -1.5 0.9 0.05
H 1.073 -3.236 4.079 -0.4 0.4 0.2 0.06
H 2.116 -2.047 5.036 -0.2 -0.7 -0.9 0.10
H 3.831 -2.633 3.020 -0.7 0.2 -0.1 0.14
H 1.057 -3.076 1.696 0.7 -0.2 -0.3 0.08
H 2.359 -4.312 1.777 0.1 -1.4 0.3 0.06
H 2.664 -2.937 0.826 -0.1 0.3 -0.5 0.05
H 2.659 -0.816 1.808 -0.2 0.0 -0.5 0.01
C -4.447 5.430 -1.077 1.4 -0.5 -0.9 -0.06
C -3.550 4.154 -1.167 -1.5 -0.2 -0.2 -0.45
C -4.346 2.770 -1.142 1.1 1.1 -0.1 -0.04
O -2.696 4.271 -2.305 0.5 -0.4 0.6 -0.07
H -5.010 5.244 -0.199 -0.9 0.5 1.0 0.05
H -5.114 5.583 -1.946 0.3 -0.3 0.4 0.08
H -3.778 6.327 -0.994 -0.7 -0.8 0.1 0.09
H -2.964 4.145 -0.240 0.5 0.1 -0.5 0.13
H -5.106 2.703 -1.896 -0.5 0.3 -0.6 0.06
H -4.856 2.656 -0.178 0.4 -0.2 -0.1 0.08
H -3.652 1.943 -1.379 -0.2 0.3 0.6 0.06
H -3.237 4.116 -3.081 -0.1 0.0 -0.2 0.09
C 4.756 -0.291 0.232 -0.3 1.4 -0.8 -0.03
C 3.510 0.213 -0.505 -0.8 -1.0 0.4 -0.44
C 3.534 -0.159 -1.974 0.6 0.2 0.4 -0.04
O 2.421 -0.444 0.182 0.5 0.3 0.0 -0.09
H 4.761 -1.357 0.230 0.2 -0.8 -0.3 0.08
H 4.788 0.019 1.260 -0.2 0.3 0.5 0.07
H 5.613 0.160 -0.271 0.3 -0.4 0.1 0.08
H 3.419 1.315 -0.484 0.0 -0.3 0.5 0.13
H 4.480 0.315 -2.261 -0.2 -0.4 -0.8 0.09
H 2.706 0.307 -2.503 0.0 -0.1 -0.1 0.06
H 3.535 -1.247 -2.155 0.1 0.5 0.1 0.09
H 1.537 -0.214 -0.135 0.1 0.5 -0.4 0.05
C -3.232 -1.788 3.402 0.1 -0.4 1.1 -0.06
C -1.973 -2.645 3.422 1.0 -0.7 0.4 -0.48
C -2.042 -3.999 2.654 -1.2 2.0 0.6 -0.04
O -0.889 -1.918 2.847 0.0 0.0 0.2 -0.10
H -3.477 -1.479 2.398 0.1 0.1 -0.4 0.07
H -3.146 -0.876 4.057 -0.1 -1.0 -0.6 0.09
H -4.024 -2.460 3.740 -0.4 0.4 0.2 0.07
H -1.627 -2.914 4.466 -0.9 0.4 -0.7 0.15
H -1.111 -4.494 2.879 -0.1 -0.7 -0.2 0.07
H -2.163 -3.747 1.613 0.4 -0.1 -0.6 0.07
H -2.984 -4.502 2.900 0.5 -0.4 0.4 0.08
H -0.549 -1.369 3.569 0.4 0.5 -0.3 0.06
C 1.732 3.228 -2.382 0.7 0.5 -0.2 -0.05
C 1.350 3.539 -0.943 -0.3 -0.1 -1.1 -0.46
C 1.808 4.929 -0.548 -0.4 -0.8 1.0 -0.04
O -0.074 3.318 -0.836 0.0 0.0 0.4 -0.07
H 2.810 3.344 -2.530 -0.1 0.1 0.0 0.09
H 1.221 3.900 -3.089 0.1 0.0 0.3 0.10
H 1.515 2.220 -2.682 -0.4 -0.6 0.1 0.05
H 1.834 2.849 -0.271 0.0 -0.6 0.3 0.12
H 1.696 5.085 0.527 -0.2 0.0 0.0 0.08
H 1.213 5.643 -1.063 -0.2 0.9 -0.5 0.08
H 2.867 5.003 -0.734 0.3 0.3 -0.4 0.08
H -0.502 3.404 -1.706 0.1 0.3 0.3 0.07
C -0.839 -0.153 0.243 0.2 -1.3 -0.9 -0.10
O -0.058 0.529 -0.730 -0.1 0.8 -0.3 -0.17
H -0.227 -0.336 1.110 0.0 -0.2 0.5 0.06
H -1.776 0.321 0.530 0.0 0.2 -0.2 0.09
H -1.021 -1.099 -0.300 -0.4 0.0 1.0 0.09
H -0.210 1.487 -0.668 0.2 0.3 0.0 0.05
```
Forces are in eV/Å.

Output
HOMO-LUMO gap (eV): 10.01
Charge: 0
LUMO (eV): 0.55
Maximum force (Eh/bohr): 0.04853
E_HOMO (eV): -9.454
Energy above the lowest of the compared OMol25 structures with the same formula, charge and spin (kcal per mole): 24.16
SMILES: CC(C)O.CC(C)O.CC(C)O.CC(C)O.CC(C)O.CC(C)O.CC(C)O.CC(C)O.CO

=====

- Look up the LUMO of the second one.
  0.55 eV